DFT (ωB97M-V/def2-TZVPD) results for the molecule C18H24N2O5S.

- E_HOMO (eV) = -8.257
- SMILES = COc1ccc(CNC[C@H](O)Cc2ccc(O)c(NS(C)(=O)=O)c2)cc1
- energy relative to the best compared isomer or geometry (same formula, charge and spin) (kcal/mol) = 131.8
- E_tot (eV) = -43103.9026

Geometry (Å):
S: 0.122 -6.116 1.332
O: 1.172 -6.460 0.378
O: 4.079 4.051 -4.020
O: -2.838 -5.038 2.378
O: -1.207 -6.610 0.961
O: -3.097 0.822 0.275
N: -0.026 -4.475 1.183
N: -1.349 2.676 -1.143
C: -1.023 -3.591 1.771
C: -0.628 -2.244 1.643
C: -1.554 -1.204 2.007
C: -1.596 0.817 0.483
C: 1.508 4.528 -1.511
C: 2.872 3.829 -3.301
C: -1.076 4.038 -1.506
C: 1.683 3.324 -3.893
C: 0.370 4.106 -2.052
C: 0.485 3.538 -3.338
C: -1.218 0.258 1.906
C: 2.794 4.449 -2.090
C: 0.696 -6.303 3.063
C: -3.023 -2.840 2.894
C: -1.075 2.198 0.249
C: 5.193 3.291 -3.514
C: -2.717 -1.552 2.551
C: -2.224 -3.876 2.393
H: 0.465 -5.555 3.818
H: -1.672 0.993 2.533
H: 3.661 4.881 -1.507
H: -3.295 0.147 -0.369
H: 1.444 4.895 -0.529
H: -1.422 2.944 1.088
H: -0.050 2.302 0.371
H: -0.190 0.376 2.032
H: 0.426 -7.222 3.477
H: 1.671 2.773 -4.773
H: 1.844 -6.391 2.903
H: 4.899 2.337 -2.989
H: -4.087 -3.002 3.288
H: -3.532 -0.772 2.691
H: -2.368 -5.724 1.872
H: -2.363 2.541 -1.369
H: -1.101 4.524 -0.614
H: 0.873 -4.106 0.841
H: -0.427 3.193 -3.879
H: 0.345 -2.039 1.288
H: -1.240 0.085 -0.254
H: 5.933 2.883 -4.233
H: -1.864 4.401 -2.036
H: 5.724 3.918 -2.749

Cartesian forces (eV/Å) of the 6 atoms listed first:
S -0.554 1.294 -2.550
O -0.650 0.117 2.052
O -0.317 -2.079 -0.102
O -0.570 -2.196 0.509
O 1.129 -0.402 1.687
O 1.877 0.568 0.933